w:
# C5H7N5O2

One molecule with the formula C5H7N5O2 (wB97M-V/def2-TZVPD, the OMol25 dataset).

Cartesian coordinates (Å):
N (-2.79010, -0.58238, 1.70730)
C (-1.58491, -0.11956, 1.39746)
N (-1.59718, 1.18680, 1.15313)
C (-0.39674, 1.56398, 0.46040)
O (-0.22194, 2.75142, 0.34286)
C (0.46768, 0.64857, -0.22510)
N (1.48546, 1.23283, -1.07465)
C (2.11296, 0.51781, -2.12353)
O (2.05959, -0.65467, -2.39379)
C (0.25162, -0.67173, 0.21564)
N (1.06977, -1.65535, -0.07384)
N (-0.66747, -0.99965, 1.17941)
H (-3.43585, 0.25174, 1.64279)
H (-2.84552, -1.38113, 1.12735)
H (1.42605, 2.17677, -1.13800)
H (2.61853, 1.14936, -2.76014)
H (1.38450, -1.67730, -1.06052)
H (1.71951, -1.82775, 0.62782)
H (-1.05594, -1.90975, 0.99539)

Computed properties:
E_LUMO: 0.42 eV
Total charge: 0



x:
# C5H7N5O2

A 2-piece molecular cluster, C5H7N5O2 overall (wB97M-V/def2-TZVPD, the OMol25 dataset).

Cartesian coordinates (Å):
C (2.62614, -2.13109, 0.17357)
C (0.65321, -0.66137, -0.04223)
C (1.01210, 1.57090, -0.03792)
C (-1.22178, 0.83013, -0.06703)
C (-0.78764, -0.54118, -0.12185)
H (2.73771, -3.25694, -0.25230)
H (2.90422, -1.87406, 1.31698)
H (3.39241, -1.39562, -0.43004)
H (2.84973, 2.22090, 0.69434)
H (1.73470, 3.67797, 0.20875)
H (-2.94308, 2.11487, 0.62123)
H (-3.11663, 0.23023, 0.49319)
N (1.48412, 0.25165, 0.08812)
N (1.90892, 2.60327, -0.25872)
N (-0.32446, 1.84735, -0.13886)
N (-2.56929, 1.11728, 0.31651)
N (-1.64465, -1.63269, -0.40445)
O (1.22210, -1.87769, 0.03738)
O (-2.87631, -1.30103, 0.05042)

Computed properties:
E_LUMO: -0.97 eV
Total charge: 0



Result of the stability comparison: x is the least stable of them.



w:
# C4H10NO2

A 2-piece molecular cluster, C4H10NO2 overall (wB97M-V/def2-TZVPD, the OMol25 dataset).

Cartesian coordinates (Å):
C (2.03459, 0.55728, 0.95482)
C (1.43997, -0.59649, 0.65431)
O (1.46693, -1.59344, 1.62149)
C (0.92172, -1.05012, -0.67847)
H (2.09371, 1.40224, 0.29513)
H (2.32623, 0.69014, 1.99149)
H (0.70169, -2.15337, 1.46820)
H (0.75914, -0.17056, -1.29916)
H (1.51349, -1.83112, -1.15593)
H (-0.10952, -1.39209, -0.50379)
N (-2.33591, 0.36294, -1.13506)
C (-1.53378, 0.97229, 0.01293)
O (-0.40926, 1.53913, -0.42111)
H (-2.00749, 0.84904, -1.96569)
H (-3.31303, 0.61429, -1.03090)
H (-2.21162, 1.70477, 0.50820)
H (-1.33687, 0.09508, 0.68355)

Computed properties:
E_LUMO: 3.86 eV
Total charge: -1



x:
# C4H10NO2

A 2-piece molecular cluster, C4H10NO2 overall (wB97M-V/def2-TZVPD, the OMol25 dataset).

Cartesian coordinates (Å):
C (0.35063, -1.63342, -1.63406)
N (-0.16216, -0.31740, -1.99314)
C (-1.49280, -0.07508, -1.49517)
O (-1.69244, -0.33192, -0.10826)
H (0.42740, -1.77464, -0.55348)
H (1.34402, -1.78141, -2.06243)
H (-0.31426, -2.39917, -2.03943)
H (0.42401, 0.38781, -1.55336)
H (-2.25099, -0.69297, -1.99357)
H (-1.75115, 0.97329, -1.69776)
C (1.07355, 1.69402, 2.98079)
C (0.94646, 0.82233, 1.95079)
O (0.43122, 1.00087, 0.78938)
H (1.48957, 1.33575, 3.91610)
H (0.81589, 2.74576, 2.97612)
H (1.35981, -0.18501, 2.15300)
H (-0.99877, 0.23119, 0.36448)

Computed properties:
E_LUMO: 4.08 eV
Total charge: -1



Result of the stability comparison: w is the least stable of them.



w:
# C16H16N4OS

One molecule with the formula C16H16N4OS (wB97M-V/def2-TZVPD, the OMol25 dataset).

Cartesian coordinates (Å):
C (-4.25470, -4.27797, -0.10164)
C (-3.15204, -3.24362, 0.03343)
C (-2.46468, -3.12199, 1.23104)
C (-1.52987, -2.08149, 1.47767)
C (-0.84153, -1.96905, 2.80108)
C (-1.25573, -1.17448, 0.45499)
N (-0.35714, -0.14206, 0.66728)
C (1.04477, -0.33828, 0.62411)
O (1.47594, -1.48018, 0.62626)
C (1.90629, 0.82948, 0.28353)
C (3.25831, 0.68011, -0.12327)
C (3.97385, 1.80919, -0.53738)
C (3.38118, 2.99739, -0.54061)
N (3.99166, 4.13617, -0.98640)
C (3.14224, 5.12351, -0.80554)
N (3.59881, 6.31724, -1.24217)
S (1.52198, 4.81461, -0.17185)
C (2.07967, 3.12266, -0.02668)
N (1.32342, 2.06957, 0.34918)
C (-1.91162, -1.28514, -0.77780)
C (-1.62900, -0.29096, -1.88982)
C (-2.86634, -2.31740, -0.95304)
H (-5.14758, -3.81036, -0.53197)
H (-4.53148, -4.71645, 0.86130)
H (-3.92118, -5.07160, -0.76245)
H (-2.73724, -3.80261, 2.03052)
H (0.18982, -2.37889, 2.72655)
H (-0.80795, -0.92472, 3.14388)
H (-1.34204, -2.59440, 3.55909)
H (-0.62284, 0.79832, 0.34608)
H (3.65220, -0.32146, -0.15775)
H (4.99454, 1.73057, -0.86633)
H (3.27780, 7.13920, -0.71414)
H (4.58791, 6.29828, -1.55176)
H (-1.94009, -0.64503, -2.85527)
H (-2.16920, 0.65398, -1.72784)
H (-0.53562, -0.08383, -1.96475)
H (-3.38253, -2.44833, -1.92752)

Computed properties:
E_LUMO: 0.23 eV
Total charge: 0



x:
# C16H16N4OS

One molecule with the formula C16H16N4OS (wB97M-V/def2-TZVPD, the OMol25 dataset).

Cartesian coordinates (Å):
C (-0.75817, -3.95025, 4.78571)
C (-0.18148, -2.94056, 3.81967)
C (1.00955, -2.25049, 4.11009)
C (1.51601, -1.23957, 3.25342)
C (2.78769, -0.51666, 3.58494)
N (3.45275, 0.23505, 2.65911)
O (3.29869, -0.49969, 4.68504)
C (0.78020, -0.89608, 2.09403)
N (0.92916, 0.01781, 1.04177)
C (-0.14386, -0.12297, 0.28154)
C (-0.41934, 0.59974, -0.94932)
C (0.41466, 1.35596, -1.68262)
C (-0.22037, 1.90995, -2.87969)
C (-1.55389, 1.61261, -2.94779)
S (-2.03357, 0.54838, -1.62986)
C (-2.44841, 2.13652, -4.03987)
N (-1.70078, 2.90262, -5.06997)
C (-0.27445, 2.52247, -5.28168)
C (0.49090, 2.68662, -3.94572)
N (-0.99525, -1.05844, 0.76762)
C (-0.40763, -1.57477, 1.89135)
C (-0.93627, -2.55131, 2.69971)
H (-1.74759, -3.66645, 5.07611)
H (-0.74920, -4.94550, 4.30739)
H (-0.17917, -3.95947, 5.72668)
H (1.48882, -2.45343, 5.08596)
H (3.02698, 0.45867, 1.76436)
H (4.28575, 0.70128, 2.92722)
H (1.43593, 1.57066, -1.37779)
H (-2.97459, 1.30574, -4.53073)
H (-3.19084, 2.82021, -3.58242)
H (-2.20994, 2.90004, -5.96709)
H (-0.19291, 1.51575, -5.65327)
H (0.15241, 3.16260, -6.00956)
H (0.49533, 3.73934, -3.70472)
H (1.51259, 2.32966, -4.10351)
H (-1.82846, -1.42156, 0.27115)
H (-1.93126, -2.98450, 2.52274)

Computed properties:
E_LUMO: 0.00 eV
Total charge: 0



Result of the stability comparison: x is the least stable of them.



w:
# C18H23N3O5

One molecule with the formula C18H23N3O5 (wB97M-V/def2-TZVPD, the OMol25 dataset).

Cartesian coordinates (Å):
C (-5.40296, -2.61551, -0.93933)
C (-3.95686, -2.23553, -1.22196)
O (-3.73834, -0.83479, -1.06372)
C (-3.54664, -0.40740, 0.19666)
O (-3.52598, -1.12676, 1.16776)
N (-3.43305, 0.95292, 0.26093)
C (-2.89000, 1.51698, 1.48018)
C (-1.44013, 1.98864, 1.21408)
N (-0.92067, 1.26098, 0.08409)
C (-0.05404, 0.23003, 0.09211)
O (0.28580, -0.32809, -0.93811)
C (0.55396, -0.18911, 1.42353)
C (1.78646, 0.68337, 1.71246)
N (2.66976, 0.71048, 0.56284)
C (2.43437, 1.67080, -0.37017)
O (1.66169, 2.59137, -0.18935)
C (3.17995, 1.48466, -1.67811)
O (4.47799, 0.95766, -1.53398)
C (4.54833, -0.12036, -0.69794)
C (5.58153, -1.02632, -0.87877)
C (5.69590, -2.12669, -0.04859)
C (4.76676, -2.32583, 0.95573)
C (3.74203, -1.41587, 1.15378)
C (3.62521, -0.29342, 0.34291)
C (-1.57064, 1.62480, -1.16029)
C (-3.09145, 1.72586, -0.91443)
H (-5.64083, -2.40975, 0.10131)
H (-5.54469, -3.67525, -1.13094)
H (-6.07474, -2.04493, -1.57638)
H (-3.68808, -2.44246, -2.25987)
H (-3.28479, -2.77762, -0.54916)
H (-3.51710, 2.35257, 1.80444)
H (-2.92150, 0.73155, 2.23750)
H (-0.82207, 1.85474, 2.09738)
H (-1.42256, 3.05121, 0.95131)
H (0.86415, -1.22774, 1.29696)
H (-0.15932, -0.13658, 2.24367)
H (2.33196, 0.32211, 2.58593)
H (1.48190, 1.71946, 1.88509)
H (2.55827, 0.81705, -2.29814)
H (3.28129, 2.44740, -2.18202)
H (6.28324, -0.84667, -1.67735)
H (6.50091, -2.82958, -0.19545)
H (4.83702, -3.19010, 1.59807)
H (3.04023, -1.59298, 1.95183)
H (-1.33849, 0.84091, -1.88328)
H (-1.16346, 2.57481, -1.52180)
H (-3.39153, 2.75898, -0.72119)
H (-3.64880, 1.35002, -1.77025)

Computed properties:
E_LUMO: 0.73 eV
Total charge: 0



x:
# C18H23N3O5

One molecule with the formula C18H23N3O5 (wB97M-V/def2-TZVPD, the OMol25 dataset).

Cartesian coordinates (Å):
C (-5.08701, -0.10395, -0.16521)
C (-5.19105, 0.92293, 0.65787)
C (-4.21613, 2.05425, 0.78930)
N (-3.10470, 1.96271, -0.11787)
C (-1.82280, 2.07674, 0.23527)
O (-1.39520, 2.37112, 1.33767)
C (-0.89157, 1.74893, -0.93463)
O (-1.32882, 1.36752, -2.00762)
N (0.39956, 1.94225, -0.63371)
C (1.45494, 1.37047, -1.42278)
C (1.99899, 0.07496, -0.77610)
C (0.81671, -0.86297, -0.64655)
C (0.49217, -1.72294, -1.68285)
C (-0.64683, -2.52405, -1.64763)
C (-1.44383, -2.42789, -0.53432)
C (-1.11928, -1.56990, 0.51740)
C (-0.00264, -0.77527, 0.48488)
O (-2.06780, -1.67405, 1.49930)
C (-2.98775, -2.64299, 1.04660)
O (-2.60706, -3.08943, -0.23780)
N (2.58111, 0.30997, 0.54133)
C (3.13360, -0.90044, 1.13863)
C (4.51000, -1.26876, 0.56824)
O (5.42865, -0.20300, 0.69183)
C (4.93629, 0.96730, 0.07471)
C (3.57646, 1.36438, 0.66311)
H (-5.84745, -0.86530, -0.20837)
H (-4.25095, -0.23620, -0.83198)
H (-6.04621, 1.01321, 1.31465)
H (-4.75354, 3.00061, 0.63120)
H (-3.79887, 2.07596, 1.80253)
H (-3.27492, 1.71189, -1.08472)
H (0.59143, 2.16141, 0.33743)
H (2.24885, 2.10369, -1.58178)
H (1.01743, 1.11227, -2.39104)
H (2.72190, -0.35445, -1.49216)
H (1.13271, -1.77279, -2.55064)
H (-0.89701, -3.18598, -2.45908)
H (0.24071, -0.11899, 1.30240)
H (-2.99667, -3.49717, 1.74434)
H (-3.99394, -2.19812, 1.00157)
H (2.44017, -1.72850, 0.99095)
H (3.23550, -0.71170, 2.21159)
H (4.94156, -2.10409, 1.12157)
H (4.41553, -1.55757, -0.49049)
H (5.68094, 1.74280, 0.26154)
H (4.84867, 0.81045, -1.01255)
H (3.22220, 2.28767, 0.20823)
H (3.70598, 1.54299, 1.73572)

Computed properties:
E_LUMO: 0.78 eV
Total charge: 0



Result of the stability comparison: x is the least stable of them.